--- i ---
Density functional theory data (the ωB97M-V functional and the def2-TZVPD basis) for a cluster of 2 separate species, C6H12 in total.

ORCA input file:
```
! RIJCOSX wB97M-V def2-TZVPD def2/J DEFGRID3
* xyz 0 1
C 1.87 -0.18 -0.68
C 1.41 0.66 0.50
C -0.05 0.88 0.69
C 0.69 -0.04 1.61
H 2.88 -0.56 -0.49
H 1.88 0.37 -1.62
H 1.23 -1.06 -0.83
H 2.05 1.50 0.75
H -0.65 0.53 -0.14
H -0.44 1.79 1.12
H 0.59 -1.13 1.55
H 0.84 0.32 2.63
C -2.18 -0.30 -1.47
C -1.98 -0.79 -0.25
H -2.86 0.53 -1.64
H -1.59 -0.65 -2.32
H -1.21 -1.52 -0.04
H -2.46 -0.36 0.63
*
```

The HOMO energy comes out at -9.3399 eV. Its SMILES is CC1CC1.C=C.

---

--- ii ---
Density functional theory data (the ωB97M-V functional and the def2-TZVPD basis) for an isolated molecule of C6H12.

ORCA input file:
```
! RIJCOSX wB97M-V def2-TZVPD def2/J DEFGRID3
* xyz 0 1
C -0.92 -0.10 2.31
C -0.89 0.34 0.84
C -0.16 -0.19 -0.15
C 0.21 -1.65 -0.04
C 0.03 0.60 -1.44
C 1.49 1.09 -1.50
H -1.62 0.53 2.86
H 0.07 -0.11 2.75
H -1.35 -1.10 2.44
H -1.55 1.20 0.74
H 1.25 -1.79 -0.36
H 0.14 -2.05 0.97
H -0.34 -2.35 -0.67
H -0.19 0.14 -2.40
H -0.57 1.50 -1.27
H 1.61 1.68 -2.40
H 1.92 1.43 -0.56
H 2.19 0.24 -1.60
*
```

The HOMO energy comes out at -8.6721 eV. Its SMILES is C/C=C(\C)CC.

---

--- iii ---
Density functional theory data (the ωB97M-V functional and the def2-TZVPD basis) for an isolated molecule of C6H12.

ORCA input file:
```
! RIJCOSX wB97M-V def2-TZVPD def2/J DEFGRID3
* xyz 0 1
C -2.13 -1.96 -0.41
C -0.84 -1.17 -0.53
C -0.52 0.01 -0.09
C 0.79 0.73 -0.16
C 1.92 0.01 0.59
C 0.65 2.22 0.32
H -1.93 -2.67 0.29
H -2.70 -2.12 -1.34
H -2.87 -1.23 0.04
H -0.06 -1.92 -1.09
H -1.31 0.68 0.54
H 1.03 0.85 -1.08
H 3.03 0.50 0.62
H 1.97 -1.05 0.50
H 1.73 0.18 1.72
H 1.69 2.55 0.39
H 0.45 2.25 1.47
H -0.25 2.89 -0.38
*
```

The HOMO energy comes out at -9.5318 eV. Its SMILES is C/C=C/C(C)C.

---

--- iv ---
Density functional theory data (the ωB97M-V functional and the def2-TZVPD basis) for a cluster of 2 separate species, C6H12 in total.

ORCA input file:
```
! RIJCOSX wB97M-V def2-TZVPD def2/J DEFGRID3
* xyz 0 1
C -2.16 -2.63 -1.66
C -1.87 -2.94 -0.41
C -0.56 -2.74 0.25
H -3.10 -2.84 -2.14
H -1.43 -2.15 -2.30
H -2.65 -3.27 0.27
H 0.38 -2.63 -0.31
H -0.60 -1.72 0.66
H -0.20 -3.30 1.11
C 0.50 2.10 0.06
C 1.74 2.58 0.18
C 2.15 3.50 1.31
H 0.01 1.92 -0.89
H -0.14 1.85 0.91
H 2.63 2.14 -0.27
H 1.31 4.13 1.58
H 2.47 2.96 2.20
H 2.96 4.18 1.07
*
```

The HOMO energy comes out at -8.7318 eV. Its SMILES is C=CC.C=CC.

---

Tell me which of them is the most stable. Sure, it is ii.

---

--- i ---
Density functional theory data (the ωB97M-V functional and the def2-TZVPD basis) for a cluster of 2 separate species, C5H11O2 in total.

ORCA input file:
```
! RIJCOSX wB97M-V def2-TZVPD def2/J DEFGRID3
* xyz 0 2
C 0.19 0.25 2.26
C -0.12 0.45 0.76
C 1.43 -0.61 2.47
H 0.18 1.17 2.86
H -0.81 -0.03 2.61
H -1.13 0.08 0.51
H 0.52 -0.04 0.02
H 2.17 -0.41 1.66
H 1.92 -0.36 3.38
H -0.01 1.54 0.61
H 1.28 -1.65 2.44
C -1.03 -0.70 -2.70
C -0.44 0.76 -2.89
O -0.85 1.47 -1.97
O 0.31 1.05 -3.84
H -0.47 -1.48 -3.19
H -1.92 -0.67 -3.36
H -1.23 -0.84 -1.64
*
```

The HOMO energy (spin up / spin down) comes out at -10.5777 / -10.4487 eV.

---

--- ii ---
Density functional theory data (the ωB97M-V functional and the def2-TZVPD basis) for a cluster of 2 separate species, C5H11O2 in total.

ORCA input file:
```
! RIJCOSX wB97M-V def2-TZVPD def2/J DEFGRID3
* xyz 0 2
C -0.01 0.55 2.61
C -0.86 -0.09 1.51
C 0.84 -0.49 3.33
H 0.54 1.45 2.32
H -0.68 1.15 3.24
H -1.48 -0.91 1.87
H -0.14 -0.42 0.76
H 0.84 -1.48 2.88
H 1.89 -0.21 3.41
H -1.53 0.55 0.95
H 0.46 -0.59 4.35
C -0.50 -1.18 -1.79
C 0.13 0.22 -2.22
O -0.70 0.97 -2.72
O 1.31 0.29 -1.91
H 0.24 -1.83 -1.34
H -0.89 -1.72 -2.64
H -1.25 -0.92 -1.06
*
```

The HOMO energy (spin up / spin down) comes out at -10.9879 / -10.4622 eV.

---

--- iii ---
Density functional theory data (the ωB97M-V functional and the def2-TZVPD basis) for a cluster of 2 separate species, C5H11O2 in total.

ORCA input file:
```
! RIJCOSX wB97M-V def2-TZVPD def2/J DEFGRID3
* xyz 0 2
C -0.70 1.13 0.41
C -0.85 2.21 -0.64
C -1.14 1.61 1.82
H 0.31 0.72 0.47
H -1.28 0.21 0.27
H -0.74 1.84 -1.65
H -1.75 2.77 -0.44
H -0.38 1.59 2.56
H -0.02 2.91 -0.56
H -1.85 0.92 2.26
H -1.62 2.59 1.78
C 1.44 -2.37 -1.50
C 1.43 -3.02 -0.06
O 2.56 -3.09 0.44
O 0.30 -3.33 0.29
H 0.53 -1.79 -1.59
H 1.47 -3.14 -2.24
H 2.32 -1.75 -1.62
*
```

The HOMO energy (spin up / spin down) comes out at -11.1424 / -10.4116 eV.

---

Tell me which of them is the most stable. Sure, it is iii.

---

--- i ---
Density functional theory data (the ωB97M-V functional and the def2-TZVPD basis) for a structure of composition C10H16NO.

ORCA input file:
```
! RIJCOSX wB97M-V def2-TZVPD def2/J DEFGRID3
* xyz 1 1
C 2.52 1.30 -0.32
C 1.63 2.10 0.24
C 2.06 0.05 0.43
C 1.00 1.01 1.13
C 0.89 -0.87 -0.06
C -0.10 0.07 0.64
C 1.01 -2.28 0.50
C 0.78 -0.90 -1.58
C -1.08 -0.70 2.17
C -1.76 1.91 0.35
N -1.15 0.69 -0.19
O 1.97 0.28 1.77
H 3.33 1.40 -1.02
H 1.41 3.15 0.22
H 1.15 -2.25 1.57
H 1.87 -2.78 0.06
H 0.12 -2.86 0.26
H -0.15 -1.39 -1.89
H 1.60 -1.48 -1.98
H 0.84 0.10 -2.03
H -1.93 -0.06 2.33
H -0.37 -0.67 2.97
H -1.34 -1.70 1.86
H -0.99 2.59 0.71
H -2.35 2.41 -0.42
H -2.41 1.68 1.19
H -0.73 0.90 -1.11
H -1.88 -0.01 -0.35
*
```

The HOMO energy comes out at -12.0971 eV.

---

--- ii ---
Density functional theory data (the ωB97M-V functional and the def2-TZVPD basis) for a cluster of 2 separate species, C10H16NO in total.

ORCA input file:
```
! RIJCOSX wB97M-V def2-TZVPD def2/J DEFGRID3
* xyz 1 1
C 1.33 1.84 0.24
C 0.90 0.46 0.62
C 1.92 -0.38 1.31
C -0.49 0.19 0.77
C -0.97 -1.09 1.21
C -2.33 -1.34 1.37
C -3.27 -0.34 1.12
C -2.84 0.93 0.71
C -1.48 1.19 0.53
H 0.85 2.17 -0.70
H 1.06 2.55 1.03
H 2.42 1.90 0.10
H 1.67 -1.44 1.36
H 2.91 -0.28 0.84
H 2.04 -0.03 2.36
H -0.25 -1.88 1.45
H -2.65 -2.33 1.69
H -4.34 -0.54 1.24
H -3.56 1.72 0.52
H -1.16 2.19 0.23
C 0.95 -1.55 -2.27
N 1.55 -0.25 -2.09
O 0.51 0.69 -2.50
H 1.75 -2.29 -2.15
H 0.15 -1.76 -1.55
H 0.56 -1.61 -3.28
H 1.74 -0.05 -1.12
H 1.01 1.32 -3.04
*
```

The HOMO energy comes out at -13.0194 eV.

---

Tell me which of them is the most stable. Sure, it is ii.